# 1
Density functional theory data (ωB97M-V with the def2-TZVPD basis set) for a single C4H10N2 molecule in a non-equilibrium geometry.

Element x y z (Å)
C (0.346, -2.011, -1.681)
N (-0.256, -0.967, -1.322)
C (-0.704, -0.803, 0.061)
C (-0.991, 0.673, 0.303)
C (0.275, 1.544, 0.270)
N (1.293, 1.055, 1.191)
H (0.635, -2.022, -2.729)
H (0.619, -2.851, -1.035)
H (-1.587, -1.416, 0.254)
H (0.092, -1.189, 0.704)
H (-1.486, 0.821, 1.268)
H (-1.668, 0.979, -0.491)
H (-0.064, 2.540, 0.469)
H (0.670, 1.434, -0.734)
H (0.954, 0.426, 1.902)
H (1.870, 1.786, 1.570)

Summary:
- E_HOMO: -0.329 hartree
- SMILES: C=NCCCN
- Relative energy (zero: lowest compared OMol25 entry of this formula, charge and spin): 126.6 kJ/mol
- 2S+1: 1
- Largest force on an atom: 1.6 eV/A
- DFT total energy: -7289.307 eV
- E_LUMO: 1.24 eV

# 2
Density functional theory data (ωB97M-V with the def2-TZVPD basis set) for a single C4H10N2 molecule in a non-equilibrium geometry.

Element x y z (Å)
N (2.227, 0.056, 0.780)
C (1.399, -0.545, -0.148)
C (0.183, -1.103, 0.178)
C (-1.043, -0.820, -0.638)
C (-1.302, 0.696, -0.840)
N (-1.432, 1.310, 0.503)
H (1.771, 0.093, 1.677)
H (2.640, 0.922, 0.480)
H (1.787, -0.443, -1.166)
H (0.290, -1.783, 1.017)
H (-1.095, -1.400, -1.586)
H (-1.913, -1.115, -0.073)
H (-0.489, 1.248, -1.333)
H (-2.241, 0.884, -1.369)
H (-1.016, 0.666, 1.177)
H (-0.789, 2.087, 0.624)

Summary:
- E_HOMO: -0.277 hartree
- SMILES: N/C=C/CCN
- Relative energy (zero: lowest compared OMol25 entry of this formula, charge and spin): 228.5 kJ/mol
- 2S+1: 1
- Largest force on an atom: 2.3 eV/A
- DFT total energy: -7288.251 eV
- E_LUMO: 0.87 eV